1.
Molecular formula: C27H25Br6N5O10
Method: DFT, the ωB97M-V functional and the def2-TZVPD basis

The gap between HOMO and LUMO is 8.78 eV. As for the LUMO energy: -1.09 eV. The calculation puts the highest occupied orbital energy at -9.870 eV.

```
! RIJCOSX wB97M-V def2-TZVPD def2/J DEFGRID3
* xyz 0 1
C -0.16678 3.69526 -1.45363
N 0.76950 4.55467 -2.18306
O 0.89050 5.71789 -1.83678
O 1.41696 4.06195 -3.09142
H -0.47991 4.13118 -0.51192
H 0.33044 2.74077 -1.30043
H -1.06682 3.57981 -2.05684
C 2.66852 0.28174 -5.00946
C 2.05631 1.52858 -5.08138
C 2.15867 2.24218 -6.24800
C 2.76308 1.73690 -7.39699
C 3.36698 0.49834 -7.28896
C 3.42766 -0.18791 -6.07966
N 2.78763 2.54080 -8.61001
O 2.10719 3.55368 -8.62323
O 3.49687 2.17949 -9.53365
H 2.59572 -0.32214 -4.11368
H 1.41836 1.80177 -4.25523
H 1.61799 3.18248 -6.28333
H 3.81083 0.02529 -8.15851
H 3.96677 -1.12298 -6.04986
C -0.25201 -2.63142 2.65432
C -1.56782 -2.99273 2.90337
C -1.94344 -3.33858 4.18752
C -0.94127 -3.56703 5.12724
C 0.39512 -3.31412 4.85978
C 0.75250 -2.81941 3.61616
N -1.33042 -3.97721 6.48224
O -0.44288 -4.41410 7.20606
O -2.50104 -3.87183 6.80856
H 0.02359 -2.17875 1.70789
H -2.35170 -2.88748 2.16429
H -2.96426 -3.62763 4.39364
H 1.22820 -3.49542 5.52459
H 1.76839 -2.60291 3.32336
C 2.58439 4.34487 0.53313
C 2.79149 2.96590 0.46730
C 1.96220 2.15153 1.23735
C 1.00690 2.68953 2.07663
C 0.83867 4.07561 2.13549
C 1.68210 4.89500 1.42234
N 0.18929 1.81780 2.91518
O 0.19813 0.62408 2.62542
O -0.45056 2.29853 3.83548
H 3.22151 4.99913 -0.05048
H 3.52784 2.53063 -0.19071
H 2.17643 1.09401 1.22068
H 0.10158 4.49998 2.80583
H 1.55306 5.96875 1.44427
C -4.86013 -0.58140 4.33250
C -5.07876 -1.49858 3.31273
C -4.41152 -1.39633 2.09522
C -3.47463 -0.38710 1.93278
C -3.28718 0.56327 2.91760
C -3.96744 0.46282 4.11401
N -2.65420 -0.36475 0.72989
O -2.66658 -1.32406 -0.02142
O -1.99687 0.64025 0.50957
H -5.28993 -0.62302 5.32420
H -5.83316 -2.26213 3.44967
H -4.59464 -2.16975 1.36296
H -2.49878 1.29832 2.84337
H -3.73065 1.16542 4.90133
C -0.06980 -6.51228 -1.57855
Br -0.24070 -4.87191 -0.54922
Br 1.14385 -6.39160 -3.10746
Br -1.79848 -7.15866 -2.20651
H 0.37227 -7.28623 -0.96933
C 0.66075 -1.43074 -1.48339
Br -0.14444 0.21873 -2.14119
Br 2.15020 -1.15425 -0.23667
Br 1.12895 -2.64020 -2.94588
H -0.05065 -1.95231 -0.85710
*
```

---

2.
Molecular formula: C27H25BrIN3O2S2V
Method: DFT, the ωB97M-V functional and the def2-TZVPD basis

The gap between HOMO and LUMO (spin up / spin down) is 4.51 / 4.87 eV. The expectation value of S² is 3.765. As for the LUMO energy (spin up / spin down): 3.32 / 3.32 eV. The energy above the lowest of the compared OMol25 structures with the same formula, charge and spin comes out at 0.00 kcal/mol. The calculation puts the highest occupied orbital energy (spin up / spin down) at -1.193 / -1.546 eV.

```
! RIJCOSX wB97M-V def2-TZVPD def2/J DEFGRID3
* xyz -2 4
V -0.39447 0.11346 -0.46153
C -0.19918 2.22771 -1.25715
C -1.43299 2.15304 -0.54036
C -2.32754 1.28374 -1.19507
C -1.69800 0.80271 -2.33042
C -0.40128 1.40836 -2.41949
C 0.50666 1.19774 -3.55887
C -2.32227 -0.12084 -3.34428
C -3.77209 1.09581 -0.82021
C -1.71782 2.96398 0.73018
C 0.99234 3.08701 -0.95040
H 1.50093 1.62211 -3.48351
H 0.14863 1.54685 -4.51442
H 0.72880 0.11233 -3.75833
H -3.05808 -0.80832 -2.83014
H -1.64659 -0.81620 -3.86736
H -2.89850 0.32360 -4.15526
H -4.36263 1.70864 -1.51018
H -4.08112 1.40397 0.16175
H -4.09563 0.07861 -0.97291
H -0.93149 2.80361 1.42793
H -2.65089 2.58059 1.19995
H -1.80567 4.04174 0.57751
H 0.76213 4.05211 -1.29608
H 1.88412 2.66602 -1.46503
H 1.25868 3.16076 0.10571
C -0.38590 -5.60891 -0.63899
C -1.02429 -4.37597 0.02662
C -1.96807 -4.49787 1.03580
C -2.48665 -3.36475 1.66837
C -2.18654 -2.13024 1.18473
Br -2.80703 -0.60160 2.14567
N -1.27745 -1.92451 0.23111
C -0.72987 -3.03145 -0.33380
H -1.14385 -6.30413 -1.03770
H 0.06564 -6.25341 0.10844
H 0.26187 -5.27477 -1.44189
H -2.23221 -5.49898 1.32766
H -3.15014 -3.46333 2.50569
H 0.10867 -2.81683 -1.01069
S 1.24385 -2.47452 -3.20676
C 2.23808 -1.39198 -2.25572
S 1.84872 -0.93191 -0.66549
C 3.38300 -0.83200 -2.82125
C 4.05717 0.27179 -2.30370
N 4.57434 1.20742 -1.91518
C 3.76595 -1.29890 -4.11650
N 3.91026 -1.67179 -5.19947
I 3.75115 4.08235 6.40326
C 2.71214 2.70752 5.20836
C 2.45145 3.09075 3.89704
C 1.80376 2.17920 3.08682
C 1.35740 0.94738 3.52654
C 1.69807 0.62070 4.81836
C 2.35246 1.50446 5.67075
C 0.60186 -0.02398 2.61000
O 0.49431 -1.18306 2.97543
O 0.10740 0.48497 1.54665
H 2.95214 4.00790 3.60423
H 1.66063 2.45564 2.03841
H 1.45743 -0.37680 5.19287
H 2.54820 1.08251 6.66233
*
```

---

3.
Molecular formula: C27H25Cl2FeN6O6
Method: DFT, the ωB97M-V functional and the def2-TZVPD basis

The gap between HOMO and LUMO (spin up / spin down) is 7.22 / 7.32 eV. The expectation value of S² is 6.010. As for the LUMO energy (spin up / spin down): 2.65 / 2.65 eV. The energy above the lowest of the compared OMol25 structures with the same formula, charge and spin comes out at 0.00 kcal/mol. The calculation puts the highest occupied orbital energy (spin up / spin down) at -4.568 / -4.666 eV.

```
! RIJCOSX wB97M-V def2-TZVPD def2/J DEFGRID3
* xyz -1 5
Fe -0.64230 -0.35647 -0.33328
C 1.99925 5.71496 -1.06365
C 1.83291 4.24391 -0.69734
C 2.52795 3.27776 -1.40185
C 2.27298 1.94207 -1.09279
C 1.30577 1.63333 -0.13541
N 1.22328 0.29143 0.23535
C 2.25788 -0.24791 0.96237
C 3.21638 0.57952 1.59524
C 4.25438 0.04651 2.31772
C 4.35188 -1.28639 2.59560
C 5.44739 -1.74549 3.55848
C 3.42244 -2.16360 2.01022
C 2.46060 -1.68394 1.12600
N 1.50481 -2.55678 0.52095
C 1.73512 -3.73892 -0.02145
C 0.52491 -4.43528 -0.11012
C -0.39094 -3.54579 0.45060
N 0.16482 -2.43311 0.89191
C 0.60048 2.63637 0.48501
C 0.83792 3.97212 0.23649
N -0.50065 2.27577 1.35885
C -0.93538 2.83767 2.49585
C -2.09689 2.17566 2.81662
C -2.29012 1.25286 1.80148
N -1.32049 1.31554 0.95482
H 1.49909 6.33485 -0.29504
H 3.02144 6.06775 -1.22239
H 1.35451 5.91916 -1.94421
H 3.23142 3.49051 -2.21066
H 2.81614 1.13103 -1.51437
H 3.20492 1.63462 1.44087
H 5.00581 0.68406 2.74619
H 6.34163 -1.19328 3.41196
H 5.15155 -1.57212 4.62918
H 5.68472 -2.80184 3.39518
H 3.43310 -3.23057 2.21759
H 2.65550 -4.02709 -0.42366
H 0.33865 -5.36978 -0.55706
H -1.45520 -3.60837 0.56299
H 0.29460 4.75841 0.70777
H -0.44003 3.71446 2.90469
H -2.75562 2.49989 3.61974
H -3.05083 0.52139 1.70826
Cl -5.81587 -5.18836 -2.60737
C -4.70929 -4.03369 -1.96181
C -5.22382 -3.05910 -1.10182
C -4.44473 -2.12410 -0.57212
C -3.04989 -2.02005 -0.91209
O -2.40532 -1.09410 -0.32604
C -2.56683 -2.94324 -1.82878
C -1.21261 -2.74222 -2.41267
O -0.35618 -1.93918 -2.05153
C -3.39650 -3.98339 -2.30675
H -6.28333 -3.09188 -0.79412
H -4.87570 -1.34210 0.01698
H -1.02903 -3.42298 -3.27870
H -2.92700 -4.69508 -3.05609
O -1.15985 0.72493 -2.29221
Cl -1.31848 2.07689 -2.83968
O -2.45721 2.02105 -3.68382
O -0.13833 2.37471 -3.58604
O -1.49061 2.99144 -1.76962
N -4.12905 1.58673 -0.82269
H -3.48430 0.78141 -0.67920
H -3.85818 1.94410 -1.73344
H -3.76365 2.22334 -0.13509
*
```

---

Electronic energy (eV)
-476570.195; -162474.674; -109058.096